The following is a DFT calculation (the ωB97M-V functional and the def2-TZVPD basis) of 2 unconnected molecules or ions with the total composition C12H18Cl2N4O3 in a non-equilibrium geometry.

Calculated values
Lowest unoccupied orbital energy   0.43 eV
HOMO   -9.35 eV
Frontier orbital gap   0.3595 Eh

Last column: natural (NBO) charge in e.
Geometry (Å):
N  1.679  0.095  2.400  -0.8587
C  1.311  -0.293  1.023  0.4109
N  0.705  0.923  0.414  -0.8546
N  2.528  -0.720  0.380  -0.8331
C  0.241  -1.407  1.091  -0.4814
C  -0.413  -1.773  -0.261  0.0739
O  -0.593  -3.234  -0.167  -0.5238
C  -1.743  -3.321  0.575  0.9804
O  -1.929  -3.873  1.617  -0.5308
O  -2.663  -2.567  -0.137  -0.4943
C  -1.928  -1.405  -0.522  0.0384
C  -2.393  -0.219  0.322  0.1880
C  -2.332  1.028  -0.255  -0.2460
C  -2.740  2.105  0.501  -0.1634
C  -3.153  1.877  1.798  -0.2702
C  -3.166  0.577  2.244  0.0404
N  -2.815  -0.488  1.542  -0.4119
H  2.103  -0.686  2.890  0.3675
H  0.856  0.383  2.916  0.3504
H  -0.057  1.146  1.055  0.3473
H  1.364  1.687  0.562  0.3566
H  3.109  0.109  0.285  0.3624
H  2.323  -1.035  -0.561  0.3672
H  -0.470  -1.115  1.868  0.2311
H  0.728  -2.316  1.451  0.2542
H  0.294  -1.647  -1.076  0.2174
H  -1.986  -1.239  -1.601  0.2042
H  -1.998  1.200  -1.270  0.2320
H  -2.744  3.118  0.114  0.2188
H  -3.467  2.667  2.468  0.2245
H  -3.494  0.403  3.268  0.1935
Cl  0.993  0.557  -2.406  -0.0520
C  2.305  1.690  -2.817  -0.3857
C  3.442  1.021  -3.549  -0.3884
Cl  4.353  -0.106  -2.513  -0.0584
H  2.642  2.158  -1.894  0.2174
H  1.868  2.459  -3.452  0.2255
H  4.150  1.775  -3.892  0.2242
H  3.085  0.466  -4.414  0.2265

The following is a DFT calculation (the ωB97M-V functional and the def2-TZVPD basis) of 9 unconnected molecules or ions with the total composition C48H123N9O15 in a non-equilibrium geometry.

Calculated values
Lowest unoccupied orbital energy (alpha / beta)   -2.54 / -7.62 eV
Net charge   +1
Relative energy (zero: lowest compared OMol25 entry of this formula, charge and spin)   247.6 kcal/mol
HOMO (alpha / beta)   -9.31 / -9.31 eV
Frontier orbital gap (alpha / beta)   0.2489 / 0.0620 Eh
2S+1   2

Last column: Löwdin spin population.
Geometry (Å):
C  -0.331  7.989  -6.245  0.0000
O  0.409  7.553  -5.217  0.0000
C  1.721  7.016  -5.545  0.0000
C  2.260  6.183  -4.358  0.0000
N  1.357  5.067  -4.230  0.0000
C  1.613  4.549  -2.888  0.0000
C  2.594  3.370  -2.874  0.0000
O  3.989  3.675  -2.471  0.0000
C  4.911  2.726  -2.797  0.0000
H  0.230  8.444  -7.061  0.0000
H  -1.057  8.727  -5.906  0.0000
H  -0.864  7.101  -6.585  0.0000
H  2.465  7.809  -5.620  0.0000
H  1.740  6.308  -6.373  0.0000
H  2.282  6.912  -3.548  0.0000
H  3.208  5.708  -4.614  0.0000
H  0.448  5.505  -4.181  0.0000
H  0.866  4.195  -2.178  0.0000
H  2.063  5.343  -2.292  0.0000
H  2.527  2.809  -3.806  0.0000
H  2.360  2.612  -2.126  0.0000
H  5.094  2.746  -3.871  0.0000
H  4.629  1.701  -2.554  0.0000
H  5.844  2.931  -2.271  0.0000
C  2.158  -1.444  -3.741  0.0000
O  1.049  -2.107  -4.314  0.0000
C  0.481  -1.347  -5.454  0.0000
C  -0.901  -1.999  -5.868  0.0000
N  -1.954  -1.510  -4.959  0.0000
C  -3.246  -2.154  -5.326  0.0000
C  -4.379  -1.523  -4.484  0.0000
O  -5.363  -2.575  -4.376  0.0000
C  -6.657  -2.119  -4.010  0.0000
H  1.964  -0.440  -3.365  0.0000
H  2.891  -1.360  -4.543  0.0000
H  2.593  -2.240  -3.136  0.0000
H  1.102  -1.415  -6.347  0.0000
H  0.341  -0.298  -5.193  0.0000
H  -0.692  -3.068  -5.884  0.0000
H  -1.094  -1.679  -6.892  0.0000
H  -1.788  -1.749  -3.992  0.0000
H  -3.279  -3.243  -5.326  0.0000
H  -3.491  -1.907  -6.359  0.0000
H  -4.921  -0.798  -5.092  0.0000
H  -4.017  -1.099  -3.548  0.0000
H  -6.652  -1.831  -2.959  0.0000
H  -7.197  -3.066  -4.032  0.0000
H  -7.069  -1.359  -4.674  0.0000
C  -2.058  4.612  -2.881  0.0000
O  -2.302  5.501  -1.794  0.0000
C  -1.301  6.416  -1.526  0.0000
C  -1.843  7.035  -0.232  0.0000
N  -2.668  8.168  -0.463  0.0000
C  -1.979  9.504  -0.456  0.0000
C  -2.984  10.591  -0.920  0.0000
O  -3.416  10.452  -2.285  0.0000
C  -4.487  11.245  -2.730  0.0000
H  -3.014  4.158  -3.142  0.0000
H  -1.304  3.837  -2.740  0.0000
H  -1.792  5.247  -3.726  0.0000
H  -1.208  7.052  -2.407  0.0000
H  -0.326  5.939  -1.430  0.0000
H  -1.076  7.315  0.489  0.0000
H  -2.410  6.351  0.400  0.0000
H  -3.306  8.136  -1.246  0.0000
H  -1.070  9.580  -1.053  0.0000
H  -1.669  9.895  0.513  0.0000
H  -2.570  11.574  -0.694  0.0000
H  -3.938  10.587  -0.393  0.0000
H  -4.281  12.294  -2.513  0.0000
H  -5.424  10.891  -2.300  0.0000
H  -4.572  11.251  -3.817  0.0000
C  -3.852  -2.285  2.833  0.0000
O  -3.675  -0.985  2.358  0.0000
C  -3.016  -0.106  3.233  0.0000
C  -2.918  1.282  2.769  0.0000
N  -4.206  2.036  2.861  0.0000
C  -5.284  1.765  1.904  0.0000
C  -6.243  2.984  1.544  0.0000
O  -5.591  4.066  0.889  0.0000
C  -5.103  3.836  -0.391  0.0000
H  -2.935  -2.836  3.042  0.0000
H  -4.564  -2.833  2.216  0.0000
H  -4.336  -2.196  3.806  0.0000
H  -2.018  -0.508  3.413  0.0000
H  -3.480  -0.070  4.219  0.0000
H  -2.628  1.316  1.719  0.0000
H  -2.113  1.806  3.284  0.0000
H  -3.940  3.000  2.722  0.0000
H  -5.924  1.019  2.375  0.0000
H  -4.820  1.301  1.033  0.0000
H  -6.503  3.270  2.563  0.0000
H  -7.145  2.586  1.080  0.0000
H  -5.981  3.917  -1.031  0.0000
H  -4.630  2.886  -0.639  0.0000
H  -4.430  4.618  -0.744  0.0000
C  6.137  7.007  0.648  0.0000
O  6.386  5.631  0.433  0.0000
C  7.187  5.124  1.559  0.0000
C  7.170  3.574  1.537  0.0000
N  5.829  3.003  1.759  0.0000
C  4.932  3.069  0.652  0.0000
C  3.552  2.390  0.991  0.0000
O  3.874  1.015  1.239  0.0000
C  2.932  -0.048  1.518  0.0000
H  5.452  7.103  1.491  0.0000
H  5.633  7.423  -0.225  0.0000
H  7.039  7.505  1.002  0.0000
H  6.891  5.428  2.563  0.0000
H  8.110  5.543  1.156  0.0000
H  7.778  3.105  2.310  0.0000
H  7.729  3.268  0.652  0.0000
H  5.769  2.067  2.134  0.0000
H  5.470  2.539  -0.134  0.0000
H  4.878  4.127  0.396  0.0000
H  2.806  2.651  0.241  0.0000
H  3.091  2.813  1.884  0.0000
H  2.196  0.086  2.310  0.0000
H  3.658  -0.725  1.969  0.0000
H  2.520  -0.466  0.599  0.0000
C  -0.448  -11.555  6.670  0.0013
O  -0.558  -10.757  5.522  0.0111
C  -1.213  -11.163  4.313  0.0009
C  -0.935  -10.100  3.254  0.0668
N  -1.861  -8.934  3.403  0.6951
C  -1.160  -7.680  3.016  0.0774
C  -2.146  -6.432  2.766  0.0173
O  -2.643  -6.193  1.389  0.0199
C  -1.576  -5.686  0.583  0.0005
H  -0.627  -12.598  6.410  0.0002
H  -1.270  -11.441  7.377  0.0008
H  0.507  -11.332  7.146  0.0000
H  -2.245  -11.315  4.628  -0.0007
H  -0.792  -12.134  4.053  -0.0008
H  -1.078  -10.494  2.248  0.0221
H  0.074  -9.694  3.328  0.0213
H  -2.316  -8.881  4.303  0.0191
H  -0.601  -7.850  2.096  0.0029
H  -0.508  -7.442  3.856  0.0397
H  -1.682  -5.555  3.216  0.0002
H  -3.038  -6.762  3.298  0.0002
H  -0.909  -5.053  1.168  0.0000
H  -1.834  -5.032  -0.250  0.0002
H  -1.026  -6.549  0.210  0.0002
C  1.747  -6.580  1.560  0.0005
C  2.791  -5.597  0.885  0.0001
C  2.047  -4.421  0.189  0.0000
O  1.052  -4.910  -0.746  0.0000
C  1.471  -5.638  -1.871  0.0000
N  3.616  -5.136  1.940  0.0000
H  2.107  -6.934  2.526  0.0003
H  1.470  -7.356  0.847  0.0000
H  0.808  -6.130  1.881  0.0000
H  3.440  -6.203  0.254  0.0000
H  2.666  -3.721  -0.373  0.0000
H  1.511  -3.740  0.850  0.0000
H  2.161  -5.139  -2.553  0.0000
H  0.657  -6.008  -2.495  0.0000
H  2.062  -6.516  -1.614  0.0000
H  4.376  -5.769  2.146  0.0000
H  3.006  -5.085  2.743  0.0000
C  1.766  -6.800  6.188  0.0012
C  2.951  -5.984  5.671  0.0001
C  2.448  -4.555  5.262  0.0000
O  1.663  -4.612  4.066  0.0004
C  1.020  -3.395  3.823  0.0000
N  4.046  -5.948  6.640  0.0005
H  1.572  -6.575  7.236  0.0001
H  1.949  -7.866  6.054  0.0000
H  0.904  -6.452  5.620  0.0010
H  3.410  -6.400  4.775  0.0000
H  3.279  -3.975  4.861  0.0000
H  2.049  -4.089  6.163  0.0000
H  0.238  -3.103  4.524  0.0000
H  0.546  -3.507  2.848  0.0000
H  1.750  -2.587  3.764  0.0000
H  3.741  -5.652  7.556  0.0000
H  4.297  -6.920  6.746  0.0000
C  -0.473  -1.438  0.653  0.0000
C  -0.901  -0.974  -0.755  0.0000
C  -0.165  0.327  -1.041  0.0000
O  -0.780  1.300  -0.201  0.0000
C  -0.074  2.436  0.134  0.0000
N  -0.560  -1.964  -1.841  0.0000
H  -0.614  -0.736  1.475  0.0000
H  0.515  -1.878  0.791  0.0000
H  -1.205  -2.185  0.960  0.0000
H  -1.985  -0.872  -0.697  0.0000
H  -0.467  0.573  -2.060  0.0000
H  0.907  0.177  -0.913  0.0000
H  0.542  2.901  -0.636  0.0000
H  0.603  2.244  0.966  0.0000
H  -0.806  3.199  0.400  0.0000
H  0.058  -1.680  -2.588  0.0000
H  -0.250  -2.872  -1.525  0.0000

The following is a DFT calculation (the ωB97M-V functional and the def2-TZVPD basis) of a molecular structure, C4CsLiO2 in a non-equilibrium geometry.

Calculated values
Lowest unoccupied orbital energy (alpha / beta)   -4.31 / -5.04 eV
Net charge   +1
Relative energy (zero: lowest compared OMol25 entry of this formula, charge and spin)   30.7 kcal/mol
HOMO (alpha / beta)   -8.85 / -9.54 eV
Frontier orbital gap (alpha / beta)   0.1669 / 0.1654 Eh
2S+1   2

Last column: natural (NBO) charge in e.
Geometry (Å):
C  2.350  -0.096  0.047  0.0840
C  1.062  -0.034  -0.072  -0.2135
C  -0.230  -0.007  -0.116  -0.1398
C  -1.518  -0.008  -0.059  0.6528
O  -2.679  -0.058  0.018  -0.4022
Cs  -8.549  0.272  0.252  0.9998
O  5.099  0.362  -0.787  -0.9096
Li  4.464  -0.432  0.716  0.9286

The following is a DFT calculation (the ωB97M-V functional and the def2-TZVPD basis) of a gas-phase ion, C5H12NO (charge -1) in a non-equilibrium geometry.

Calculated values
Lowest unoccupied orbital energy   3.92 eV
Net charge   -1
Relative energy (zero: lowest compared OMol25 entry of this formula, charge and spin)   32.1 kcal/mol
HOMO   -2.34 eV
Frontier orbital gap   0.2300 Eh

Last column: natural (NBO) charge in e.
Geometry (Å):
C  -1.160  -1.206  0.085  -0.6789
C  -0.691  0.255  0.176  -0.0869
C  -1.430  1.203  -0.973  0.0176
O  -2.299  0.548  -1.715  -0.9376
N  0.756  0.479  0.377  -0.4588
C  1.540  0.316  -0.873  -0.4158
C  1.277  -0.307  1.452  -0.4039
H  -2.071  -1.183  -0.520  0.2730
H  -0.446  -1.830  -0.456  0.1782
H  -1.425  -1.614  1.061  0.1751
H  -1.102  0.614  1.140  0.1532
H  -1.950  1.988  -0.345  0.0645
H  -0.562  1.708  -1.473  0.0631
H  1.241  -0.598  -1.395  0.1739
H  2.571  0.152  -0.549  0.1683
H  1.440  1.250  -1.410  0.2072
H  1.023  -1.390  1.477  0.1521
H  2.373  -0.371  1.498  0.1741
H  0.915  -0.014  2.445  0.1816